Record 1
17
Properties=species:S:1:pos:R:3:mulliken_charge:R:1 method="wB97M-V/def2-TZVPD" relative_energy_kcal_mol=68.8 smiles="C/C=C/[PH2]=C(C)F"
C -0.200 -3.346 0.670 -1.3062
C -0.604 -1.896 0.448 0.1325
C -0.084 -1.044 -0.500 -0.3436
P -0.333 0.701 -0.802 0.0378
C 0.515 1.803 0.375 0.0755
C 0.498 3.335 0.118 -0.9674
F 1.878 1.400 0.337 -0.3071
H -0.811 -3.990 0.162 0.3620
H 0.702 -3.484 0.200 0.3871
H -0.235 -3.636 1.689 0.3418
H -1.483 -1.546 0.858 0.3810
H 0.888 -1.281 -1.001 0.2248
H -0.343 0.677 -2.311 0.0490
H -1.548 1.177 -0.675 0.0338
H 0.973 3.783 -0.718 0.3170
H -0.595 3.525 0.030 0.3076
H 0.782 3.823 1.120 0.2747

=====

Record 2
6
Properties=species:S:1:pos:R:3:mulliken_charge:R:1 method="wB97M-V/def2-TZVPD" relative_energy_kcal_mol=124.5
C 0.535 -1.167 0.191 0.2167
C 0.774 -1.255 -1.048 -0.4114
C -0.361 0.693 0.159 -0.2666
O -0.032 -0.316 1.115 -0.2200
H 0.369 1.457 -0.041 0.3375
H -1.285 0.588 -0.376 0.3438

=====

Record 3
14
Properties=species:S:1:pos:R:3:mulliken_charge:R:1 method="wB97M-V/def2-TZVPD" relative_energy_kcal_mol=159.1
C -0.020 0.105 -0.464 0.2716
C 1.141 1.247 1.431 -0.3536
C 1.296 -0.219 1.675 -0.0053
H -2.400 -0.048 -0.720 0.3619
H -0.700 1.265 -1.767 0.3696
H 1.927 1.842 1.326 0.3796
H 0.270 1.448 2.222 0.2244
H 1.939 -0.494 2.630 0.2905
H 0.025 -1.993 -0.567 0.3209
N -0.740 0.242 -1.791 -0.2982
N 0.306 1.180 0.086 -0.5202
N 0.815 -1.247 1.063 -0.6239
N -0.206 -1.155 0.118 -0.0094
O -2.098 -0.245 -1.913 -0.4079

=====

Record 4
14
Properties=species:S:1:pos:R:3:mulliken_charge:R:1 method="wB97M-V/def2-TZVPD" relative_energy_kcal_mol=23.4
C -0.877 -0.126 -0.568 -0.7694
C 0.459 0.408 -1.228 -0.3735
N -0.683 -0.984 0.546 0.1513
N 0.900 1.615 -0.668 -0.3906
P -1.008 -0.716 2.191 -0.1338
S -0.039 -2.531 0.118 -0.1337
S 2.007 1.538 0.527 -0.0553
H -1.481 0.732 -0.265 0.3995
H -1.402 -0.678 -1.351 0.2739
H 1.188 -0.409 -1.187 0.4263
H 0.210 0.606 -2.274 0.3324
H -1.396 0.611 1.984 -0.0008
H 0.158 -2.919 1.382 0.1066
H 1.963 2.853 0.794 0.1672

=====

Record 5
65
Properties=species:S:1:pos:R:3:mulliken_spin:R:1 method="wB97M-V/def2-TZVPD" relative_energy_kcal_mol=0.0 charge=-2 multiplicity=5 s_squared=6.064
Co 0.188 1.221 0.488 2.0001
Se -0.887 -4.154 3.841 0.1172
Sb 0.490 -2.139 3.702 0.2342
Se -1.220 -0.049 3.009 0.2038
Se 0.511 -0.562 1.684 0.0584
Se 2.608 -3.462 3.840 0.3875
C 3.719 1.285 -0.855 0.0452
C 2.600 2.036 -1.582 0.0186
C 2.735 1.807 -3.098 0.0820
C 2.783 3.544 -1.322 0.0754
C 1.225 1.602 -1.118 0.7687
H 4.687 1.770 -1.030 0.0014
H 3.791 0.253 -1.202 -0.0132
H 3.533 1.259 0.221 -0.0028
H 3.757 2.025 -3.436 0.0042
H 2.050 2.463 -3.641 -0.0062
H 2.488 0.777 -3.360 -0.0285
H 3.713 3.901 -1.787 -0.0041
H 2.838 3.755 -0.254 -0.0167
H 1.951 4.115 -1.741 0.0071
H 0.478 1.984 -1.845 -0.0449
C -0.781 -6.529 0.811 -0.0109
C -0.133 -5.344 0.145 0.0046
C 0.815 -4.604 0.856 -0.0028
C 1.388 -3.468 0.292 -0.0091
C 1.031 -3.115 -1.013 0.0046
C 0.104 -3.844 -1.729 0.0003
C -0.486 -4.954 -1.138 0.0041
S 1.785 -1.702 -1.855 -0.0144
C 3.267 -2.671 -2.248 0.0006
O 1.050 -1.533 -3.147 0.0042
H -0.057 -7.340 0.943 0.0012
H -1.619 -6.906 0.222 -0.0011
H -1.115 -6.235 1.808 0.0082
H 1.102 -4.916 1.851 0.0102
H 2.070 -2.866 0.881 -0.0024
H -0.151 -3.522 -2.731 -0.0002
H -1.233 -5.516 -1.689 -0.0001
H 2.951 -3.565 -2.785 0.0016
H 3.750 -2.934 -1.307 0.0004
H 3.924 -2.058 -2.865 0.0001
O 1.143 3.741 1.678 -0.0135
C 0.930 2.626 1.507 0.0500
C -1.940 3.506 3.398 -0.0005
C -2.894 2.700 2.527 -0.0075
As -2.043 1.665 1.078 0.0320
C -2.568 2.927 -0.418 0.0475
C -1.717 4.199 -0.422 -0.0178
C -3.460 0.320 0.754 -0.0036
C -4.656 0.755 -0.098 0.0013
H -2.461 3.937 4.258 0.0007
H -1.476 4.321 2.839 -0.0003
H -1.137 2.874 3.779 0.0007
H -3.607 3.365 2.027 -0.0002
H -3.482 2.018 3.142 0.0015
H -3.619 3.212 -0.301 -0.0042
H -2.482 2.406 -1.373 0.0127
H -1.820 4.751 0.516 0.0021
H -2.019 4.879 -1.225 0.0021
H -0.657 3.983 -0.571 0.0109
H -3.832 -0.023 1.717 -0.0022
H -2.976 -0.547 0.301 0.0015
H -5.163 1.619 0.340 0.0002
H -5.389 -0.055 -0.151 -0.0001
H -4.376 1.012 -1.119 0.0004

=====

Record 6
42
Properties=species:S:1:pos:R:3:mulliken_spin:R:1 method="wB97M-V/def2-TZVPD" relative_energy_kcal_mol=0.0 charge=+1 multiplicity=3 s_squared=2.059
V 0.767 0.667 1.213 2.1254
C 0.472 2.547 2.847 -0.0520
C 0.790 3.274 1.700 0.0083
C 1.999 3.046 1.039 0.0423
C 2.905 2.115 1.542 -0.0199
C 2.596 1.391 2.701 -0.0208
C 1.372 1.594 3.346 0.0924
H -0.485 2.689 3.330 -0.0032
H 0.080 3.987 1.304 0.0026
H 2.235 3.598 0.139 0.0056
H 3.839 1.925 1.031 -0.0013
H 3.284 0.643 3.069 -0.0040
H 1.119 1.015 4.225 0.0053
O -3.832 0.236 -2.359 0.0000
C -2.657 0.780 -2.721 -0.0013
C -2.428 1.185 -4.037 -0.0005
C -1.222 1.744 -4.405 0.0005
C -0.209 1.917 -3.466 0.0088
C -0.435 1.523 -2.166 0.0112
C -1.646 0.951 -1.761 0.0014
C -1.856 0.517 -0.363 0.0157
O -2.794 -0.076 0.073 -0.0043
O -0.837 0.862 0.502 -0.0431
H -4.421 0.203 -3.122 0.0000
H -3.214 1.053 -4.771 0.0001
H -1.069 2.047 -5.432 0.0000
H 0.739 2.348 -3.754 -0.0001
H 0.354 1.649 -1.436 -0.0043
C -0.175 -2.709 2.482 0.0112
Si 0.513 -2.963 0.768 0.0227
C -0.808 -2.992 -0.531 -0.0030
C 1.663 -4.417 0.657 0.0009
Se 1.936 -1.125 0.335 -0.2065
H -0.788 -3.569 2.764 0.0027
H -0.821 -1.827 2.524 0.0009
H 0.619 -2.606 3.223 0.0061
H -1.440 -3.872 -0.387 0.0003
H -0.377 -3.048 -1.532 -0.0003
H -1.454 -2.120 -0.474 0.0018
H 1.115 -5.339 0.868 0.0015
H 2.479 -4.340 1.377 -0.0012
H 2.092 -4.502 -0.342 -0.0017

=====

Record 7
14
Properties=species:S:1:pos:R:3:mulliken_charge:R:1 method="wB97M-V/def2-TZVPD" relative_energy_kcal_mol=0.0
C -0.276 -0.095 0.184 -0.6300
C 3.504 -1.451 0.112 0.7986
C 3.591 1.356 0.085 0.7951
N 0.933 -0.421 0.728 -0.3165
F 4.820 -1.319 -0.046 -0.2284
F 3.125 -2.561 -0.496 -0.2177
F 3.250 -1.550 1.394 -0.1697
F 4.765 1.540 -0.508 -0.2113
F 2.888 2.471 -0.039 -0.2245
F 3.802 1.121 1.363 -0.2121
S 2.635 -0.030 -0.746 -0.2088
H -0.515 -0.606 -0.763 0.2611
H -0.464 0.988 0.085 0.2614
H -0.980 -0.481 0.939 0.3028

=====

Record 8
30
Properties=species:S:1:pos:R:3:mulliken_spin:R:1 method="wB97M-V/def2-TZVPD" relative_energy_kcal_mol=12.1 charge=+1 multiplicity=3 s_squared=2.038
V 0.095 0.065 -0.011 2.1650
O 4.268 -0.028 4.295 -0.0044
C 3.439 0.005 3.447 -0.0023
C 1.900 0.003 3.673 0.0093
O 1.337 0.007 4.729 -0.0112
C 1.348 0.001 2.305 -0.0248
C 2.343 0.032 1.335 0.0070
O 1.868 -0.121 0.120 -0.0609
C 3.697 0.033 1.915 0.0119
O 4.764 0.051 1.370 -0.0040
O 0.144 -0.192 1.817 -0.0522
N -1.997 0.035 -0.049 -0.0124
C -2.424 1.429 -0.032 -0.0158
C -3.737 1.813 -0.010 0.0054
C -4.078 3.177 0.004 -0.0026
C -3.106 4.138 0.002 0.0033
C -1.741 3.774 -0.015 -0.0022
C -0.682 4.707 -0.002 0.0159
C 0.615 4.265 -0.011 -0.0037
C 0.873 2.892 -0.036 0.0235
N -0.094 1.985 -0.051 -0.0490
C -1.403 2.403 -0.036 0.0035
H -2.457 -0.453 -0.815 -0.0002
H -2.317 -0.427 0.803 0.0029
H -4.521 1.065 0.001 0.0006
H -5.121 3.459 0.020 0.0001
H -3.367 5.188 0.017 0.0003
H -0.903 5.767 0.019 0.0005
H 1.446 4.955 0.003 0.0004
H 1.892 2.525 -0.041 -0.0040

=====

Record 9
75
Properties=species:S:1:pos:R:3:mulliken_charge:R:1 method="wB97M-V/def2-TZVPD" charge=-1
C -0.361 -1.772 -2.184 0.0897
C 0.298 -1.437 -3.290 -0.5067
C 1.603 -1.119 -4.172 -0.4350
C 2.623 -0.028 -3.571 -0.7504
C 2.319 0.618 -2.157 -0.6946
C 1.507 1.981 -2.017 1.6770
C 1.609 3.234 -2.994 -0.6736
N 1.745 2.974 -4.460 -0.2353
C 0.562 3.443 -5.259 -0.6027
O 0.059 1.706 -1.829 -0.1632
B -0.576 2.399 -0.666 -0.0408
C -1.497 1.553 0.379 0.1138
C -2.282 0.374 0.097 -1.0652
C -1.612 3.666 -1.051 -0.5641
S -2.230 3.608 -2.802 -0.1054
C -3.873 2.759 -2.955 -0.3854
C -3.625 1.182 -3.257 -0.4905
O 0.597 3.191 -0.167 -0.7683
C 1.786 2.374 -0.440 0.6933
F 1.636 1.336 0.584 -0.2603
C 3.011 3.230 0.061 -0.8904
C 4.297 3.408 -0.858 0.5137
O 5.178 2.560 -1.158 -0.5269
F 4.535 4.765 -1.378 -0.3013
H -0.999 -1.980 -1.239 0.2853
H 2.171 -2.120 -4.379 0.2894
H 1.249 -0.764 -5.216 0.2278
H 2.875 0.702 -4.441 0.2694
H 3.630 -0.616 -3.437 0.3804
H 3.356 0.805 -1.646 0.2593
H 1.817 -0.163 -1.448 -0.0142
H 2.441 4.016 -2.734 0.0850
H 0.629 3.869 -2.896 -0.0522
H 2.523 3.584 -4.805 0.3057
H 0.715 3.264 -6.398 0.2852
H 0.469 4.588 -5.072 0.2740
H -0.380 2.908 -4.878 0.0607
H -1.593 1.973 1.466 0.2260
H -2.730 -0.234 0.985 0.2063
H -2.559 -0.012 -0.953 0.1276
H -2.493 3.692 -0.287 0.3621
H -1.053 4.686 -0.926 0.2134
H -4.448 3.218 -3.857 0.2681
H -4.487 2.954 -2.000 0.2813
H -2.475 0.991 -3.247 -0.0269
H -4.170 0.594 -2.411 0.1482
H -4.100 0.888 -4.275 0.3570
H 2.637 4.295 0.358 0.3204
H 3.390 2.777 1.070 0.3345
O -0.372 -1.663 5.426 -0.7060
P -1.119 -2.770 4.663 1.1014
O -0.014 -3.951 5.015 -0.2446
C 0.059 -4.422 6.351 -0.3384
C -1.211 -5.143 6.764 -0.9366
O -0.549 -2.278 3.184 -0.4428
C -0.499 -0.881 2.888 0.4831
C 0.931 -0.390 2.958 -1.1286
O -2.037 -3.964 3.838 -0.4529
C -1.610 -4.652 2.664 0.0204
C -0.692 -5.827 2.941 -0.9751
H 0.277 -3.594 7.030 0.2795
H 0.903 -5.117 6.399 0.2971
H -2.062 -4.455 6.782 0.3067
H -1.100 -5.579 7.760 0.4008
H -1.453 -5.941 6.060 0.1466
H -1.150 -0.314 3.557 0.3781
H -0.879 -0.739 1.874 -0.5197
H 1.422 -0.693 3.888 0.4073
H 0.972 0.697 2.880 0.2675
H 1.520 -0.823 2.144 0.2471
H -1.179 -3.985 1.917 0.1546
H -2.527 -5.046 2.211 0.3282
H 0.320 -5.495 3.182 0.2404
H -0.618 -6.465 2.055 0.4277
H -1.057 -6.429 3.776 0.1567

=====

Record 10
24
Properties=species:S:1:pos:R:3:mulliken_charge:R:1 method="wB97M-V/def2-TZVPD" relative_energy_kcal_mol=33.5 smiles=O.O.O.O.O.O.O.O
O -2.856 1.532 -0.578 -0.6852
H -2.678 0.766 -0.074 0.3246
H -2.667 1.243 -1.475 0.3244
O -0.497 -0.975 -1.116 -0.7036
H 0.337 -0.433 -1.065 0.4412
H -0.430 -1.668 -1.781 0.2520
O 1.539 0.561 -0.998 -0.6863
H 1.756 0.473 -0.074 0.3268
H 0.774 1.175 -1.008 0.4069
O -1.191 -0.457 1.378 -0.5833
H -0.836 -1.029 0.646 0.3049
H -1.209 -1.070 2.122 0.2814
O -0.234 2.634 -0.622 -0.6815
H 0.076 2.939 0.226 0.3117
H -1.202 2.584 -0.559 0.3762
O -0.805 2.474 2.205 -0.6288
H -1.055 2.718 3.107 0.2928
H -1.135 1.566 2.067 0.3283
O 1.475 -2.560 1.076 -0.6270
H 0.985 -2.760 0.275 0.3135
H 2.006 -3.351 1.210 0.2983
O 2.438 -2.430 -1.522 -0.6022
H 2.557 -2.191 -2.442 0.2902
H 2.852 -1.738 -0.998 0.3246

=====

Record 11
13
Properties=species:S:1:pos:R:3:mulliken_charge:R:1 method="wB97M-V/def2-TZVPD" relative_energy_kcal_mol=136.2
C -1.889 0.229 0.701 -0.1429
C -0.860 0.635 0.033 0.0379
C 2.651 -0.612 0.386 0.0991
C -2.162 0.804 -0.667 -0.5633
N 1.441 -0.404 0.653 -0.4680
O 1.074 2.168 0.677 -0.5685
O 3.256 0.054 -0.642 -0.4748
S 0.803 1.053 -0.245 0.4030
H -2.238 -0.194 1.533 0.4688
H 3.182 -1.281 0.890 0.4181
H 4.109 -0.300 -0.727 0.3362
H -2.281 0.029 -1.363 0.1954
H -2.762 1.674 -0.719 0.2592

=====

Record 12
4
Properties=species:S:1:pos:R:3:mulliken_charge:R:1 method="wB97M-V/def2-TZVPD" relative_energy_kcal_mol=29.8 charge=+1
Rb -5.278 -8.328 -27.554 0.9686
O -4.324 -10.375 -27.348 -0.6518
H -5.241 -10.375 -27.074 0.3527
H -4.146 -11.284 -27.591 0.3305

=====

Record 13
31
Properties=species:S:1:pos:R:3:mulliken_charge:R:1 method="wB97M-V/def2-TZVPD" relative_energy_kcal_mol=15.8 smiles=Cc1ccc(O)cc1.Cc1ccccc1
C -1.350 2.040 -1.439 -1.3094
C -0.547 2.202 -0.180 0.4022
C -0.983 1.912 1.106 -0.2539
C -0.218 2.272 2.199 -0.6222
C 0.971 2.971 2.017 0.7290
O 1.603 3.642 3.025 -0.5145
C 1.511 3.075 0.747 -0.6619
C 0.758 2.692 -0.350 -0.3303
H -1.702 1.032 -1.654 0.1963
H -0.880 2.546 -2.283 0.3807
H -2.272 2.643 -1.440 0.3485
H -1.834 1.245 1.195 0.3490
H -0.539 2.078 3.215 0.2823
H 1.248 3.405 3.866 0.2853
H 2.474 3.547 0.612 0.4077
H 1.160 2.651 -1.349 0.3452
C -0.909 -5.215 -1.706 -1.3489
C -0.469 -3.805 -1.392 0.7450
C 0.871 -3.514 -1.206 -0.4808
C 1.296 -2.242 -0.787 -0.7316
C 0.332 -1.315 -0.421 0.0536
C -1.024 -1.608 -0.524 -0.2240
C -1.411 -2.867 -0.957 -0.5099
H -1.539 -5.239 -2.603 0.3337
H -1.454 -5.626 -0.864 0.3045
H -0.080 -5.832 -2.020 0.3686
H 1.707 -4.168 -1.441 0.2613
H 2.341 -1.997 -0.659 0.3711
H 0.685 -0.341 -0.102 0.2441
H -1.712 -0.825 -0.229 0.2230
H -2.474 -3.087 -0.954 0.3566

=====

Record 14
10
Properties=species:S:1:pos:R:3:mulliken_charge:R:1 method="wB97M-V/def2-TZVPD" relative_energy_kcal_mol=129.5 smiles="C=C.FNF"
C -2.252 -0.240 -0.066 -0.4224
C -1.123 0.169 0.390 -0.0761
H -2.395 -0.844 -0.944 0.2419
H -3.124 -0.246 0.575 0.2104
H -0.991 0.247 1.465 0.2390
H -0.164 0.116 -0.120 -0.1861
F 2.916 -0.904 0.157 -0.1373
N 2.781 0.209 -0.703 -0.0192
F 2.561 1.286 0.245 -0.1811
H 1.793 0.205 -0.999 0.3308

=====

Record 15
83
Properties=species:S:1:pos:R:3:mulliken_charge:R:1 method="wB97M-V/def2-TZVPD" relative_energy_kcal_mol=216.2 charge=-1
Sr -0.459 -1.076 0.577 1.9276
C 4.407 4.401 -2.620 -1.5180
C 3.578 3.193 -2.288 1.0225
C 4.036 2.214 -1.419 -1.0213
C 3.232 1.138 -1.060 -1.6975
C 1.910 1.123 -1.477 1.5432
C 1.534 1.937 -2.543 -0.7358
C 2.346 2.986 -2.915 -0.8702
S 1.059 -0.448 -1.326 0.9685
O 1.488 -1.114 -2.516 -0.6536
O -0.464 -0.222 -1.312 -0.6443
N 1.604 -1.133 0.052 -0.8200
C 1.511 -0.233 1.231 -0.0449
C 2.701 0.386 1.708 -0.6455
C 2.561 1.336 2.686 -0.0686
C 1.316 1.514 3.285 -0.8923
C 0.430 0.453 3.161 -0.4286
N 0.643 -0.551 2.301 -0.3567
H 5.434 4.283 -2.276 0.3756
H 3.994 5.292 -2.141 0.2755
H 4.420 4.587 -3.695 0.3631
H 5.046 2.275 -1.028 0.3509
H 3.665 0.223 -0.692 0.8335
H 0.613 1.717 -3.070 0.5458
H 2.035 3.649 -3.714 0.3744
H 3.650 -0.059 1.460 0.5035
H 3.414 1.913 3.024 0.4429
H 1.104 2.343 3.945 0.3850
H -0.412 0.335 3.834 0.5197
Te -0.217 1.626 0.525 0.4648
C -0.099 3.556 1.432 -0.1317
C -1.198 4.280 1.852 -0.2399
C -1.059 5.611 2.226 -0.7006
C 0.176 6.231 2.151 -0.4900
C 1.269 5.526 1.661 -0.7708
C 1.121 4.201 1.290 0.2456
C -1.191 2.606 -1.108 0.3422
C -0.850 3.900 -1.465 -0.1640
C -1.516 4.535 -2.503 -0.7184
C -2.504 3.866 -3.211 -0.5701
C -2.829 2.562 -2.867 -0.6825
C -2.188 1.938 -1.806 -0.4208
H -2.170 3.802 1.904 0.4159
H -1.922 6.165 2.573 0.4179
H 0.284 7.264 2.457 0.3715
H 2.226 6.020 1.544 0.4281
H 1.965 3.661 0.868 0.2826
H -0.032 4.410 -0.973 0.4804
H -1.249 5.552 -2.764 0.4149
H -3.013 4.356 -4.032 0.3718
H -3.580 2.020 -3.427 0.4519
H -2.448 0.920 -1.550 0.5113
C -3.448 -5.359 -2.185 -0.5674
C -3.176 -3.993 -2.238 -0.6178
C -2.150 -3.453 -1.492 -0.0174
C -1.296 -4.247 -0.678 -0.2663
C -1.633 -5.621 -0.593 -0.3480
C -2.678 -6.145 -1.333 -0.6882
N -0.335 -3.605 0.028 1.0028
C 0.560 -4.327 0.810 -0.6496
C 0.676 -4.040 2.181 0.2838
C 1.575 -4.721 2.987 -1.1007
C 2.381 -5.726 2.466 -0.4917
C 2.278 -6.028 1.113 -0.5612
C 1.385 -5.347 0.303 -0.1934
H -4.251 -5.791 -2.767 0.3407
H -3.787 -3.346 -2.860 0.3330
H -1.946 -2.385 -1.436 0.2478
H -1.106 -6.254 0.109 0.3997
H -2.911 -7.199 -1.228 0.3129
H 0.067 -3.240 2.582 0.5426
H 1.631 -4.481 4.043 0.3855
H 3.073 -6.265 3.101 0.3696
H 2.902 -6.805 0.687 0.3528
H 1.323 -5.575 -0.755 0.4663
C -5.134 -2.528 0.739 -0.3308
O -4.655 -3.536 1.625 -0.3607
C -3.441 -3.443 2.190 0.1346
S -3.095 -4.583 3.335 -0.3905
S -2.377 -2.165 1.752 -0.4498
H -6.027 -2.951 0.283 0.2632
H -4.394 -2.285 -0.017 0.0134
H -5.379 -1.622 1.300 0.2408

=====

Quick rundown of largest force on an atom, same order as above: 3.79 5.38 10.24 1.42 2.93 0.81 1.79 1.94 9.69 1.93 5.39 4.31 1.84 3.21 13.68 eV/A
Quick rundown of total energy, same order as above: -637.56059 -190.46403 -411.95546 -1327.50691 -14796.15433 -4482.19710 -1168.10872 -1967.79281 -2407.60023 -611.52915 -758.66312 -100.28272 -618.29075 -333.49547 -3351.51345 Eh